Record 1
Density functional theory data (wB97M-V/def2-TZVPD) for a 4-piece molecular cluster, C4H4Cl12 overall in a non-equilibrium geometry.

Output
HOMO-LUMO gap = 11.36 eV
SMILES = ClC(Cl)Cl.ClC(Cl)Cl.ClC(Cl)Cl.ClC(Cl)Cl
energy = -154481.1342 eV
energy above the lowest of the compared OMol25 structures with the same formula, charge and spin = 0.658 eV
multiplicity = 1

Geometry (Å):
1 Cl 0.919 -6.526 6.399
2 C 1.507 -4.868 6.432
3 Cl 2.001 -4.334 8.024
4 Cl 0.228 -3.770 5.805
5 H 2.397 -4.766 5.810
6 Cl -2.180 8.133 -5.567
7 C -0.877 7.046 -4.955
8 Cl 0.629 7.937 -4.483
9 Cl -0.578 5.864 -6.233
10 H -1.238 6.532 -4.064
11 Cl 0.878 -4.209 -2.720
12 C -0.866 -4.041 -3.163
13 Cl -0.885 -2.943 -4.619
14 Cl -1.817 -3.431 -1.778
15 H -1.247 -5.003 -3.504
16 Cl -0.352 2.806 2.947
17 C 0.165 1.601 1.721
18 Cl 1.817 1.112 2.071
19 Cl -0.060 2.165 0.116
20 H -0.442 0.696 1.760

Cartesian forces (eV/Å) of the 6 atoms listed first:
0.192 0.069 0.085
-0.224 0.545 -0.379
-0.015 -0.126 0.354
0.465 -0.311 0.060
-0.418 -0.174 -0.122
0.681 -0.191 0.615

Record 2
Density functional theory data (wB97M-V/def2-TZVPD) for C4H4Cl2 in the gas phase in a non-equilibrium geometry.

Output
HOMO-LUMO gap = 9.54 eV
SMILES = C=C(Cl)C(=C)Cl
energy = -29256.4029 eV
energy above the lowest of the compared OMol25 structures with the same formula, charge and spin = 0.256 eV
multiplicity = 1

Geometry (Å):
1 C 1.055 1.130 1.047
2 C 0.019 0.537 0.379
3 Cl -1.563 1.160 0.865
4 C 0.022 -0.574 -0.543
5 C -1.053 -1.165 -1.016
6 Cl 1.669 -1.067 -0.886
7 H 2.045 0.770 0.837
8 H 0.859 1.972 1.711
9 H -0.971 -1.957 -1.754
10 H -2.082 -0.808 -0.640

Cartesian forces (eV/Å) of the 6 atoms listed first:
-1.616 -0.935 -1.481
0.747 2.050 2.597
0.032 -0.163 -0.349
0.909 0.186 0.307
-1.889 0.106 0.058
-0.396 -0.346 -0.484

Record 3
Density functional theory data (wB97M-V/def2-TZVPD) for C4H4Cl2O4RhYb as an isolated structure in a non-equilibrium geometry.

Output
HOMO-LUMO gap (alpha / beta) = 8.78 / 5.80 eV
charge = +4
energy = -71930.2134 eV
energy above the lowest of the compared OMol25 structures with the same formula, charge and spin = 0.248 eV
multiplicity = 6

Geometry (Å):
1 Rh 1.179 -3.036 -1.639
2 Yb -0.659 1.370 -0.152
3 Cl 3.011 -1.992 -0.638
4 Cl -0.904 -0.996 0.183
5 C -3.155 2.016 0.012
6 C 2.188 -3.123 -3.141
7 C -0.463 -3.443 -2.279
8 O -4.314 1.986 0.075
9 O 2.928 -2.945 -4.029
10 O -1.565 -3.499 -2.664
11 C 0.000 2.494 2.553
12 O 0.688 1.733 1.506
13 H 0.719 2.859 3.272
14 H -0.719 1.845 3.044
15 H -0.503 3.328 2.091
16 H 1.570 1.404 1.805

Cartesian forces (eV/Å) of the 6 atoms listed first:
2.329 0.459 6.429
-0.247 0.318 0.921
0.529 0.352 0.799
0.360 0.514 -0.508
-6.082 -0.454 0.353
8.362 0.660 -10.454

no.,M (g mol⁻¹)
1,477.5
2,123.0
3,462.9